No. 1
Density functional theory data (ωB97M-V/def2-TZVPD) for a cluster of 2 separate species, C3H4N2O2S in total at a distorted geometry.

Geometry as XYZ:
```
12
Properties=species:S:1:pos:R:3:forces:R:3
C -4.197668 0.708596 -1.545590 -0.7 -2.1 -0.2
C -3.498248 1.897697 -1.442647 -0.9 -0.4 -0.2
C 0.853788 0.201691 0.227920 -2.6 -0.1 3.5
N -4.692703 -0.339641 -1.635956 0.6 1.8 0.1
N -2.969640 2.903618 -1.385502 0.4 1.3 -0.1
O -1.854354 0.542503 -0.423871 1.1 -0.2 0.9
O -1.001236 -1.830779 -0.182840 0.6 1.4 -0.3
S -0.673802 -0.251870 -0.770196 0.1 -1.2 -0.1
H 1.654710 -0.220082 -0.288820 1.3 -0.5 -0.8
H 0.860685 1.295357 0.301852 0.0 -0.2 -0.6
H 0.860443 -0.117604 1.368143 -0.3 0.2 -2.4
H -1.689944 -2.163191 -0.792062 0.3 0.1 0.3
```
Positions in Å, forces in eV/Å.

The charge is 0. The HOMO-LUMO gap comes out at 0.3764 Ha. The calculation puts the energy above the lowest of the compared OMol25 structures with the same formula, charge and spin at 342.0 kJ/mol.

So, what does the Löwdin scheme give us? The charges, in e, come out as: atom 1 (C): -0.2029, atom 2 (C): -0.2558, atom 3 (C): -0.2108, atom 4 (N): 0.1923, atom 5 (N): 0.2063, atom 6 (O): -0.5285, atom 7 (O): -0.3162, atom 8 (S): 0.9021, atom 9 (H): 0.0066, atom 10 (H): 0.0495, atom 11 (H): 0.1065, atom 12 (H): 0.0507

***

No. 2
Density functional theory data (ωB97M-V/def2-TZVPD) for an isolated molecule of C3H4N2O3 at a distorted geometry.

Geometry as XYZ:
```
12
Properties=species:S:1:pos:R:3:forces:R:3
C -0.715560 0.963535 1.670788 0.5 0.1 0.6
C 0.895933 -1.396467 -0.043532 2.8 2.5 1.3
C -0.025916 1.326438 0.475670 -2.4 -2.6 -2.3
N -1.428336 0.583278 2.483131 0.0 0.1 0.5
N -0.530387 0.482330 -0.470861 0.3 0.0 -0.4
O -0.480057 0.767291 -1.820996 0.4 0.6 0.0
O -0.647259 -0.776985 -0.259774 -1.6 0.3 -0.1
O 1.476390 -0.394864 0.542988 0.7 -0.9 0.0
H 1.289942 -1.556774 -1.056985 -0.6 -0.4 -0.2
H 0.761195 -2.266530 0.588710 -0.8 -0.4 -0.1
H 0.098037 2.349776 0.164909 0.6 0.1 0.1
H -0.693983 -0.081029 -2.274048 0.1 0.5 0.7
```
Positions in Å, forces in eV/Å.

The charge is 0. The HOMO-LUMO gap comes out at 0.2999 Ha. The calculation puts the energy above the lowest of the compared OMol25 structures with the same formula, charge and spin at 699.3 kJ/mol.

So, what does the Löwdin scheme give us? The charges, in e, come out as: atom 1 (C): -0.1875, atom 2 (C): -0.2343, atom 3 (C): 0.0599, atom 4 (N): 0.1977, atom 5 (N): -0.2577, atom 6 (O): 0.0945, atom 7 (O): -0.0386, atom 8 (O): -0.1466, atom 9 (H): 0.1072, atom 10 (H): 0.1109, atom 11 (H): 0.1449, atom 12 (H): 0.1496

***

No. 3
Density functional theory data (ωB97M-V/def2-TZVPD) for an isolated molecule of C3H4N2O3 at a distorted geometry.

Geometry as XYZ:
```
12
Properties=species:S:1:pos:R:3:forces:R:3
N 1.370504 0.355550 -1.313809 4.0 0.3 -3.0
C 0.388326 0.150387 -0.464508 -2.8 -1.7 3.0
N -0.705552 1.021237 -0.221143 2.2 3.3 -4.1
C -1.552772 0.694776 0.676945 -2.1 -0.9 2.5
O -2.563823 1.189556 1.123081 0.4 0.1 -0.3
O -1.038506 -0.480721 1.129154 0.4 -2.2 0.9
C 0.103152 -0.797139 0.421881 -0.5 -1.1 1.4
O 0.672965 -1.968330 0.760136 0.3 0.3 -0.5
H 1.547520 -0.336034 -2.085312 -0.5 1.0 1.3
H 2.267780 0.632407 -0.870361 -0.9 -0.3 -0.7
H -0.750630 1.882763 -0.702739 -0.2 0.8 -0.5
H 0.261037 -2.344450 1.546675 -0.2 0.2 0.0
```
Positions in Å, forces in eV/Å.

Its SMILES is Nc1[nH]c(=O)oc1O. The charge is 0. The HOMO-LUMO gap comes out at 0.3211 Ha. The calculation puts the energy above the lowest of the compared OMol25 structures with the same formula, charge and spin at 111.8 kJ/mol.

So, what does the Löwdin scheme give us? The charges, in e, come out as: atom 1 (N): 0.0981, atom 2 (C): -0.3250, atom 3 (N): 0.1881, atom 4 (C): -0.5900, atom 5 (O): 0.0932, atom 6 (O): 0.1577, atom 7 (C): -0.2831, atom 8 (O): 0.1236, atom 9 (H): 0.1294, atom 10 (H): 0.1187, atom 11 (H): 0.1626, atom 12 (H): 0.1266

***

No. 4
Density functional theory data (ωB97M-V/def2-TZVPD) for an isolated molecule of C3H4N2O3 at a distorted geometry.

Geometry as XYZ:
```
12
Properties=species:S:1:pos:R:3:forces:R:3
O 2.704750 0.221569 -0.125346 -0.1 -0.9 -0.2
N 1.610946 -0.651634 0.095712 0.5 0.6 0.7
C 0.542965 0.019834 0.105234 0.7 0.7 -1.4
O 0.512425 1.354134 -0.319087 1.1 -1.3 0.5
N -0.763431 1.787934 -0.273768 -2.4 0.8 0.6
C -1.553532 0.887175 0.178578 1.8 -0.4 -0.9
C -0.834442 -0.438816 0.353460 -1.6 -0.2 2.4
O -1.397151 -1.437043 -0.489054 1.5 0.0 -0.6
H 3.460619 -0.384986 -0.076274 -0.3 0.2 0.0
H -2.605842 0.989829 0.278384 -0.6 0.4 0.0
H -0.956209 -0.738905 1.464534 0.3 0.0 -1.7
H -0.721103 -1.609092 -1.192374 -0.9 0.1 0.8
```
Positions in Å, forces in eV/Å.

Its SMILES is O/N=C1\ON=C[C@H]1O. The charge is 0. The HOMO-LUMO gap comes out at 0.3748 Ha. The calculation puts the energy above the lowest of the compared OMol25 structures with the same formula, charge and spin at 447.7 kJ/mol.

So, what does the Löwdin scheme give us? The charges, in e, come out as: atom 1 (O): -0.0352, atom 2 (N): 0.0888, atom 3 (C): -0.3042, atom 4 (O): -0.0018, atom 5 (N): 0.0738, atom 6 (C): -0.0460, atom 7 (C): -0.2942, atom 8 (O): -0.0051, atom 9 (H): 0.1003, atom 10 (H): 0.1171, atom 11 (H): 0.1823, atom 12 (H): 0.1242

***

Results for M: 132.1; 116.1; 116.1; 116.1 (in g/mol, following the order of the records).